{"formula": "C27H75O12Zr", "method": "ωB97M-V/def2-TZVPD", "species": ["Zr", "O", "O", "O", "O", "O", "O", "O", "O", "O", "O", "O", "O", "C", "C", "C", "C", "C", "C", "C", "C", "C", "C", "C", "C", "C", "C", "C", "C", "C", "C", "C", "C", "C", "C", "C", "C", "C", "C", "C", "H", "H", "H", "H", "H", "H", "H", "H", "H", "H", "H", "H", "H", "H", "H", "H", "H", "H", "H", "H", "H", "H", "H", "H", "H", "H", "H", "H", "H", "H", "H", "H", "H", "H", "H", "H", "H", "H", "H", "H", "H", "H", "H", "H", "H", "H", "H", "H", "H", "H", "H", "H", "H", "H", "H", "H", "H", "H", "H", "H", "H", "H", "H", "H", "H", "H", "H", "H", "H", "H", "H", "H", "H", "H", "H"], "xyz": [[-2.2390, -0.4678, -1.3567], [5.6714, -1.2315, 3.8252], [-0.7307, -0.4519, 0.0417], [-3.5868, -0.3768, 0.4538], [-2.2521, 1.8537, -0.5245], [-0.7963, -2.1432, -2.2812], [-1.4451, 0.4531, -3.0054], [3.2102, 2.2846, -2.1209], [-0.5456, -2.6211, 1.8958], [-4.1600, 0.6504, -2.2746], [1.0189, 1.0278, 6.7796], [-3.4083, -2.1251, -1.5525], [0.8808, 1.8107, -3.5306], [1.2379, 1.9570, -4.8352], [-4.4849, -2.2781, 1.6156], [0.4947, -3.9659, 3.4770], [0.0590, 2.7076, -5.4641], [1.9396, -2.4980, 1.8966], [0.4634, 1.5551, 5.5917], [-3.5859, -1.0318, 1.7267], [-0.4122, -4.4111, -1.8373], [6.4349, 0.1259, 2.0013], [3.4115, 0.0024, -1.1359], [3.1508, 2.1623, 0.3626], [0.5875, -2.6696, 2.6646], [5.5986, 1.0870, 4.2074], [5.4278, -0.0412, 3.1198], [1.3843, 0.5848, -5.5315], [-4.9693, -0.0193, -3.2305], [-5.1716, 0.9176, -4.4992], [-6.2867, -0.5275, -2.7323], [-1.0415, 2.6308, -0.6464], [1.6783, 1.5721, 4.6970], [-0.4834, 3.1489, 0.7727], [-0.7335, 0.7718, 5.0358], [3.6632, 1.5767, -0.9807], [-3.8659, 0.0034, 2.8125], [1.3496, -2.8899, -2.8488], [0.2413, -3.0212, -1.8472], [-1.3200, 3.7883, -1.6874], [-5.4472, 1.8730, -4.0528], [-4.2794, 1.0618, -5.1085], [-6.2964, -1.0342, -1.7673], [0.6419, -1.9640, 3.4935], [5.5762, 2.1417, 3.9331], [-4.4267, -2.8899, 2.5158], [-6.8017, -1.1998, -3.4185], [-4.2646, -2.8739, 0.7298], [4.9053, 0.8870, 5.0243], [-0.2863, 2.0851, -1.2121], [2.2096, -3.4067, 1.3585], [4.3834, -0.0600, 2.8085], [-4.4748, -0.0174, 0.3911], [-3.5533, -0.3198, 3.8054], [0.5431, -2.8074, -0.8219], [6.3548, -0.7479, 1.3546], [6.3129, -1.7910, 3.3813], [-4.8771, 0.3790, 2.9692], [0.0532, -0.1616, 0.5475], [3.7591, -0.4578, -2.0608], [2.0371, 0.5452, 4.6268], [-1.2847, -4.4986, -2.4848], [-1.9667, 4.5656, -1.2803], [1.8112, 0.8102, -6.5088], [-0.3847, -4.0929, 4.1084], [-5.4800, -1.8350, 1.5788], [0.3261, -5.2088, -1.9186], [0.1157, 2.5814, 5.7100], [0.9439, -3.3620, -3.7435], [-0.3947, -0.2616, 4.9621], [-1.5987, 0.7842, 5.6986], [0.6277, -4.8240, 2.8182], [0.4420, 0.0369, -5.5362], [-1.1821, 3.8389, 1.2456], [6.6246, 0.9438, 4.5464], [-0.2725, 3.5675, -4.8820], [2.3274, 2.1046, -2.4525], [1.5503, 1.8949, 3.6638], [6.1041, 1.0513, 1.5298], [-0.8195, 2.0660, -5.5328], [2.1672, 2.5259, -4.8602], [2.5041, 2.1478, 5.1148], [-1.6370, 0.9253, -3.8389], [2.2371, 2.7333, 0.1974], [3.8885, 2.6590, 0.9928], [-1.0437, -2.3247, -3.1908], [-3.7579, -3.0372, -1.5725], [1.8269, -1.6830, 1.1816], [0.1122, 1.2373, -3.5756], [-0.8051, -4.6802, -0.8569], [-1.8559, 3.4347, -2.5683], [-6.9318, 0.3144, -2.4812], [1.3047, 0.1291, 6.5997], [-2.5481, -1.3517, 1.8199], [-0.5403, -1.8066, 1.3877], [-0.9015, 1.2768, 4.0846], [2.7854, -2.2844, 2.5501], [-5.9701, 0.5044, -5.1154], [2.8515, 1.3069, 0.9683], [-4.5111, -0.8745, -3.7273], [7.4414, 0.1874, 2.4152], [0.4916, 3.6336, 0.8228], [-0.4311, 4.2591, -2.1072], [-2.9209, 2.5089, -0.3120], [2.3797, -0.3452, -1.1867], [1.3691, -4.1707, 4.0948], [2.2406, -3.4314, -2.5310], [1.6644, -1.8480, -2.9093], [-0.2487, 2.2598, 1.3580], [2.1001, 0.0328, -4.9223], [-3.2015, 0.8594, 2.6946], [0.2622, 3.1124, -6.4555], [-4.7051, 1.3774, -1.9650], [4.7462, 1.6858, -0.9227], [3.6930, -0.5787, -0.2577]], "forces_ev_per_angstrom": [[1.4, -0.9, 0.2], [-0.2, -0.9, 0.6], [-0.7, -0.1, -0.6], [-0.7, 1.0, -0.3], [0.7, 0.0, 0.2], [-0.6, 1.8, 0.9], [-0.7, -0.4, 0.0], [1.3, 0.6, 0.3], [-0.8, 0.2, -0.7], [0.1, -0.7, 0.4], [-1.1, 0.4, 1.2], [0.4, 0.6, -0.3], [0.1, -0.5, 2.4], [-0.9, 0.2, -2.3], [-0.1, 1.3, 0.7], [1.3, -1.1, -0.6], [0.2, 0.9, -0.7], [-0.9, -0.5, 0.2], [0.5, 0.0, -0.3], [1.1, -1.2, 0.7], [0.4, -0.7, 1.3], [-1.2, 0.1, 0.4], [-0.8, 0.5, 0.3], [-0.6, -1.4, -0.2], [2.2, -1.2, 2.3], [0.5, -0.9, -0.5], [0.6, 1.3, 1.3], [1.0, 1.2, 0.8], [-0.6, -0.6, -3.7], [-0.1, -0.3, 1.8], [-1.0, 0.6, 1.4], [1.5, 2.7, -0.9], [0.4, -0.2, -1.3], [-0.4, -1.1, -1.3], [1.3, 0.3, 0.5], [-0.4, -1.4, -0.1], [0.5, 0.1, 0.7], [0.4, -0.3, 0.6], [-0.6, -1.5, -0.1], [-0.4, -0.2, 0.6], [-0.4, 0.3, -0.6], [0.1, -0.2, 0.2], [0.8, -0.4, 0.0], [-0.5, 1.1, -0.3], [-0.5, -0.1, -0.5], [0.1, 0.0, 0.0], [0.2, 0.3, -0.2], [0.0, 0.2, 0.2], [0.1, 0.1, 0.0], [-0.1, -0.8, 0.7], [-0.2, -0.1, -0.2], [-0.1, 0.1, -0.6], [-0.2, 0.2, -0.6], [-0.1, -0.7, 0.0], [-0.2, 0.7, -0.2], [0.1, 0.2, -0.4], [0.0, 0.1, -0.1], [-0.3, -0.2, -0.6], [-0.8, 0.0, -0.8], [0.9, 0.4, 0.1], [0.1, -0.2, -0.1], [0.5, -0.1, -0.5], [0.1, 0.2, 0.3], [-0.3, -0.6, -0.2], [-0.1, 0.3, -0.3], [-0.5, -0.6, -0.2], [0.0, 0.0, -0.9], [0.2, 0.1, 0.8], [0.5, 0.4, -0.5], [-0.3, -0.2, -0.6], [0.0, 0.3, -0.1], [-0.8, -0.2, -0.4], [0.0, 0.1, -0.3], [-0.2, -0.3, 0.2], [0.0, -0.1, 0.4], [0.3, 0.0, 0.3], [-0.5, -0.7, 0.4], [-0.3, 0.2, -0.1], [0.6, -0.1, -0.6], [0.0, -0.3, -0.2], [0.0, 0.0, -0.2], [-0.3, 0.1, 0.2], [-0.4, -0.5, 0.9], [0.3, 0.3, 0.0], [0.0, 0.5, -0.5], [0.1, -0.2, -0.2], [0.6, 1.1, 0.0], [0.2, 0.1, -0.1], [-0.2, -0.4, 1.1], [-0.3, 0.6, 0.3], [0.0, -0.6, 0.1], [-0.4, 0.3, -0.5], [0.0, -0.1, 0.0], [-0.1, 0.0, 0.3], [-0.2, 0.2, -0.5], [-0.6, -0.6, -0.2], [-0.2, 0.2, 0.2], [0.0, 0.2, 0.0], [-0.2, -0.1, 0.3], [1.1, -0.1, 1.1], [0.0, 0.2, -0.1], [-0.1, 0.3, -1.0], [0.2, -0.1, 0.5], [-0.4, -0.2, 0.1], [-0.9, 0.9, 0.0], [0.1, 0.8, 0.4], [-0.1, -0.3, -0.1], [-0.3, 0.0, -0.6], [-0.7, -0.1, 0.4], [0.1, -0.3, -0.3], [-0.1, 0.1, -0.5], [0.0, -0.3, -0.2], [0.2, 0.4, 0.3], [0.1, 0.1, -0.6], [0.9, 0.2, 0.0]], "relative_energy_kcal_mol": 10.65, "orbital_gap_ev": 9.0, "total_charge": 1, "homo_energy_ev": -11.74, "largest_force_ha_per_bohr": 0.07450}